Formula: C7H10
Source: OMol25
Level of theory: the ωB97M-V functional and the def2-TZVPD basis

ΔE to the lowest compared entry with this formula, charge and spin: 40.5 kcal/mol
orbital gap: 9.552 eV
SMILES string: C=C/C=C/C(=C)C
largest force on an atom: 1.30 eV Å⁻¹
spin multiplicity: 1
E_tot: -7419.278 eV

Each line ends with the natural charge from an NBO analysis.
Geometry (Å):
1 C -2.841 0.629 -1.344  -0.3730
2 C -1.576 0.562 -1.744  -0.2169
3 C -0.423 0.460 -0.832  -0.2034
4 C -0.222 -0.477 0.090  -0.2127
5 C 0.953 -0.465 0.967  -0.0180
6 C 1.107 -1.317 1.979  -0.3820
7 C 2.142 0.394 0.564  -0.6409
8 H -3.676 0.874 -1.995  0.1993
9 H -3.114 0.416 -0.314  0.1925
10 H -1.371 0.601 -2.807  0.2042
11 H 0.285 1.266 -0.976  0.2049
12 H -0.900 -1.321 0.171  0.2114
13 H 0.346 -2.034 2.266  0.1903
14 H 2.051 -1.492 2.484  0.1939
15 H 1.894 1.438 0.769  0.2138
16 H 2.986 0.176 1.217  0.2186
17 H 2.360 0.292 -0.496  0.2177

Forces on atoms 1 to 2 (eV/Å):
C -0.262 -0.229 0.243
C -0.386 -0.248 0.058